{"formula": "C3H9NO", "method": "ωB97M-V/def2-TZVPD", "energy_ev": -6786.0362, "homo_lumo_gap_ev": 5.11, "homo_energy_ev": -8.26, "de_lowest_ev": 9.0195, "symbols": ["C", "C", "C", "O", "N", "H", "H", "H", "H", "H", "H", "H", "H", "H"], "coordinates": [[0.522, -0.248, 0.779], [-0.122, 0.113, -0.314], [-0.945, 1.305, -0.104], [-2.039, 1.016, -2.263], [2.056, -2.193, 1.361], [1.317, -1.198, 0.933], [0.088, -0.106, 1.770], [0.147, -0.110, -1.339], [-1.219, 1.460, 0.938], [-1.801, 1.253, -1.026], [-0.318, 2.126, -0.462], [-2.794, 1.347, -2.768], [2.788, -2.247, 2.073], [2.319, -2.517, 0.421]], "forces_ev_per_angstrom": [[-2.057, 1.502, 0.816], [-0.018, -0.200, -1.301], [2.764, 0.205, 1.870], [0.531, -0.267, 0.744], [-2.030, -0.719, -1.750], [3.161, -1.545, 1.394], [0.162, -0.245, 0.033], [-0.161, -0.353, 0.048], [-0.538, 0.068, -0.021], [-1.352, -0.460, -2.649], [-0.633, 0.434, -0.202], [-0.053, 0.311, 0.745], [-0.191, 1.180, -0.548], [0.416, 0.090, 0.821]]}